a.
ORCA calculation (wB97M-V/def2-TZVPD) on 2 unconnected molecules or ions with the total composition C9H14.

Its gap between HOMO and LUMO is 10.060 eV. The total charge is 0. The value obtained for the LUMO energy is 1.034 eV. Its SMILES is Cc1ccccc1.CC.

Cartesian coordinates (Å):
C: -0.479 -2.056 -1.303
C: -0.931 -0.724 -0.727
C: -0.671 -0.397 0.584
C: -1.062 0.879 1.074
C: -1.542 1.831 0.228
C: -1.850 1.483 -1.103
C: -1.561 0.223 -1.560
H: -0.507 -2.844 -0.544
H: 0.565 -1.922 -1.555
H: -1.181 -2.372 -2.066
H: -0.073 -1.014 1.236
H: -0.851 1.084 2.120
H: -1.766 2.866 0.460
H: -2.435 2.185 -1.684
H: -1.747 0.049 -2.613
C: 2.638 -0.232 0.626
C: 3.594 -0.364 1.789
H: 1.923 -1.047 0.656
H: 2.156 0.745 0.644
H: 3.139 -0.308 -0.342
H: 4.449 0.324 1.726
H: 4.071 -1.347 1.888
H: 3.207 -0.127 2.784

---

b.
ORCA calculation (wB97M-V/def2-TZVPD) on 2 unconnected molecules or ions with the total composition C9H14.

Its gap between HOMO and LUMO is 9.677 eV. The total charge is 0. The value obtained for the LUMO energy is 0.994 eV. Its SMILES is Cc1ccccc1.CC.

Cartesian coordinates (Å):
C: -0.875 -1.642 -1.114
C: -0.419 -1.478 0.302
C: -0.710 -2.550 1.170
C: -0.188 -2.743 2.415
C: 0.700 -1.783 2.680
C: 0.912 -0.509 2.069
C: 0.329 -0.363 0.809
H: -0.402 -0.818 -1.598
H: -1.966 -1.700 -1.182
H: -0.529 -2.602 -1.465
H: -1.435 -3.292 0.796
H: -0.444 -3.525 3.213
H: 1.347 -1.816 3.637
H: 1.497 0.223 2.514
H: 0.216 0.440 0.093
C: -0.312 3.348 -1.981
C: 0.897 2.572 -1.581
H: -1.303 2.924 -1.639
H: -0.462 4.410 -1.680
H: -0.316 3.500 -3.109
H: 1.724 2.921 -2.185
H: 1.088 2.987 -0.595
H: 0.650 1.496 -1.570

---

Stability summary - winner: a; margin: 0.0524 hartree.

---

a.
ORCA calculation (wB97M-V/def2-TZVPD) on a gas-phase ion, C2HO2S2 (charge -1).

Its gap between HOMO and LUMO is 7.531 eV. The total charge is -1. The value obtained for the LUMO energy is 3.287 eV. Its SMILES is O=C([O-])C1SS1.

Cartesian coordinates (Å):
O: 1.911 0.276 -0.329
C: 0.801 0.796 -0.177
O: 0.274 1.867 -0.423
C: -0.099 -0.414 0.272
S: -1.734 -0.442 1.076
S: -1.702 -0.703 -1.008
H: 0.549 -1.380 0.589

---

b.
ORCA calculation (wB97M-V/def2-TZVPD) on a molecular structure, C2HO2S2.

Its gap between HOMO and LUMO (spin up / spin down) is 6.347 / 6.364 eV. The total charge is -1. The value obtained for the LUMO energy (spin up / spin down) is 2.407 / 2.415 eV.

Cartesian coordinates (Å):
C: 1.480 0.387 -1.015
C: 1.042 0.066 0.304
O: 1.758 -0.870 -1.088
O: 1.520 1.333 -1.749
S: -2.863 -0.688 1.496
S: 0.099 -0.539 1.430
H: -3.036 0.312 0.622

---

Stability summary - winner: a; margin: 0.0460 hartree.

---

a.
ORCA calculation (wB97M-V/def2-TZVPD) on a single C7H8 molecule.

Its gap between HOMO and LUMO (spin up / spin down) is 7.393 / 7.395 eV. The total charge is 0. The value obtained for the LUMO energy (spin up / spin down) is -0.280 / -0.280 eV.

Cartesian coordinates (Å):
C: 0.154 1.432 0.646
C: -0.063 0.228 -0.232
C: -1.319 -0.613 -0.096
C: -0.321 -1.257 0.754
C: -0.183 -1.757 2.005
C: 0.587 0.250 -1.520
C: 1.135 0.272 -2.595
H: -0.126 2.338 0.098
H: -0.452 1.353 1.549
H: 1.203 1.531 0.940
H: 0.687 -1.154 0.169
H: -2.135 -0.130 0.439
H: -1.637 -1.115 -1.010
H: 0.842 -1.653 2.393
H: 1.628 0.275 -3.542

---

b.
ORCA calculation (wB97M-V/def2-TZVPD) on a single C7H8 molecule.

Its gap between HOMO and LUMO is 10.018 eV. The total charge is 0. The value obtained for the LUMO energy is 0.016 eV.

Cartesian coordinates (Å):
C: 0.027 -1.382 0.809
C: -0.621 -0.003 0.653
C: 0.428 1.107 0.433
C: 1.240 0.889 -0.766
C: 1.895 0.680 -1.756
C: -1.546 0.112 -1.774
C: -1.628 -0.013 -0.479
H: 0.591 -1.638 -0.092
H: 0.711 -1.394 1.665
H: -0.730 -2.156 0.963
H: -1.153 0.245 1.579
H: -0.085 2.071 0.348
H: 1.081 1.160 1.313
H: 2.484 0.506 -2.630
H: -2.694 -0.183 -0.265

---

Stability summary - winner: b; margin: 0.0785 hartree.